[1]
Molecular formula: C12H17F2N2O5S
Method: DFT, ωB97M-V/def2-TZVPD

Results
Gap between HOMO and LUMO: 4.710 eV
Strongest force on any atom: 2.62 eV/Å
HOMO energy: -3.24 eV
Charge: -1

The geometry in XYZ format:
```
39
Properties=species:S:1:pos:R:3:forces:R:3
S -2.88049 1.76333 0.86259 -0.51 -0.11 0.04
F -2.02762 -2.80848 0.23243 0.13 0.08 -0.17
F 0.98167 -2.07770 -2.20390 -0.08 0.10 -0.07
O 2.16363 1.40190 -1.23230 -0.41 -0.30 -0.01
O 5.20452 5.33738 1.44512 0.01 0.01 0.00
O 4.60269 3.39295 2.41450 -0.01 0.00 0.03
O -0.39893 2.65592 -0.91056 0.02 0.04 -0.33
O 1.42243 0.45678 -3.15311 -0.80 -0.05 0.23
N 0.11824 0.37935 -1.15143 -0.74 -0.04 -0.07
N -1.47902 -0.56566 -0.01870 -0.20 -0.48 -0.37
C -3.82778 -1.28316 0.54577 -0.29 -0.26 0.25
C -1.67741 0.81416 0.04096 -0.25 0.54 0.51
C -2.32372 -1.54504 0.67426 -0.16 0.32 0.56
C 2.61005 -1.83842 0.01648 0.05 -0.06 0.34
C -0.67600 1.38049 -0.67514 0.22 -0.55 0.07
C 1.21975 -2.49540 0.12508 0.32 0.22 -0.16
C -0.36263 -0.78200 -0.75442 -0.27 -0.02 -0.16
C 0.27329 -2.11869 -1.02638 0.58 -0.43 0.33
C 4.56016 4.26373 1.51220 -0.06 0.01 -0.05
C -4.63178 -2.54328 0.22463 -0.10 0.33 -0.15
C 3.58967 3.98957 0.33332 0.02 -0.05 0.23
C 1.43766 0.80605 -1.99507 2.41 0.58 -0.85
H 3.06652 3.04526 0.45654 0.01 -0.02 0.01
H 2.85476 4.79760 0.27374 0.07 0.05 -0.06
H -0.46118 -2.90198 -1.15038 -0.28 0.18 -0.01
H 2.70407 -1.14071 -0.80886 -0.05 0.07 0.00
H -2.03919 -1.52081 1.72846 0.07 -0.08 0.01
H -4.06226 -0.49223 -0.15886 0.18 -0.05 -0.19
H -2.47109 1.65334 2.13622 0.27 0.01 -0.01
H -4.44980 -2.88784 -0.79048 0.14 -0.18 0.04
H 2.84340 -1.30691 0.93645 0.03 0.16 -0.07
H 4.14174 3.96020 -0.60765 -0.01 0.08 -0.01
H 3.38604 -2.59163 -0.10220 -0.03 -0.07 -0.13
H -4.43113 -3.33737 0.93907 0.01 -0.12 -0.07
H -5.68868 -2.28539 0.28305 -0.04 -0.05 0.06
H -1.21095 3.10914 -1.16402 0.03 0.19 0.19
H 0.75925 -2.18166 1.06286 -0.16 -0.19 0.04
H 1.32952 -3.57825 0.14363 -0.16 -0.05 0.02
H -4.16943 -0.92454 1.51608 0.03 0.18 -0.02
```
Forces are in eV/Å.


[2]
Molecular formula: C12H17F5N4OZn
Method: DFT, ωB97M-V/def2-TZVPD

Results
Gap between HOMO and LUMO: 5.693 eV
Energy above the lowest of the compared OMol25 structures with the same formula, charge and spin: 0.00 kcal/mol
Strongest force on any atom: 5.05 eV/Å
HOMO energy: -15.96 eV
Charge: +2

The geometry in XYZ format:
```
40
Properties=species:S:1:pos:R:3:forces:R:3
Zn 10.88596 5.80141 8.31436 0.35 -0.64 1.24
F 14.08436 5.66689 4.38188 -0.93 -0.03 0.34
F 15.29269 4.54265 5.76838 -2.21 0.54 0.00
F 12.64011 3.52949 5.29124 -0.22 2.20 1.63
F 14.40312 6.41692 6.41771 -1.22 -1.06 -0.59
F 13.35919 3.91832 7.41078 -1.96 2.16 -2.82
O 11.32027 5.81460 5.30924 1.19 -0.30 3.19
N 11.84195 5.53279 6.38306 -2.14 -0.42 -2.79
N 8.98744 5.42698 8.16848 -2.94 -0.97 -0.63
N 10.00308 5.00325 11.00961 -0.06 0.21 -0.92
N 11.15330 5.35052 10.24859 -1.09 -0.11 0.52
C 5.83079 4.14400 6.86244 0.96 -2.48 -0.66
C 13.54199 5.73464 10.78172 1.10 0.13 -0.03
C 6.45065 5.42860 7.38258 0.10 -1.88 0.70
C 12.12929 5.57248 11.17043 -1.67 -1.04 1.70
C 5.70824 5.89236 8.60715 -0.74 0.21 1.52
C 12.93703 4.54696 6.15574 2.22 -3.79 1.30
C 6.66470 6.38061 6.22861 1.40 1.92 0.51
C 14.14934 5.30639 5.64271 5.00 0.71 0.09
C 9.26279 4.37063 13.29628 -0.78 1.24 -0.58
C 10.22918 5.00554 12.32876 1.13 0.13 -0.16
C 7.85718 5.19770 7.94266 2.25 1.49 -0.89
C 11.55797 5.41981 12.47864 0.39 -0.07 -1.60
H 9.24467 4.81892 14.30728 0.24 -0.25 -0.68
H 6.24655 6.73089 9.09432 -0.51 -0.37 -0.10
H 12.08880 5.53857 13.39343 0.25 -0.05 0.41
H 4.67711 6.21573 8.37021 0.56 -0.12 -0.03
H 13.64296 6.63598 10.20038 0.22 0.46 -0.40
H 8.23301 4.37506 12.88316 0.49 0.26 0.26
H 9.53077 3.34129 13.31712 0.34 -0.94 0.47
H 4.89020 4.28303 6.35498 -0.46 0.64 0.15
H 6.89556 7.38564 6.66878 0.03 -0.66 -0.53
H 6.48215 3.76893 6.03828 -0.34 -0.01 0.56
H 9.09729 4.73291 10.60591 1.02 0.29 -0.11
H 14.24837 5.84580 11.61856 -0.67 0.04 0.00
H 7.52795 6.07261 5.59634 -0.82 0.16 0.25
H 5.66701 3.26936 7.57279 0.43 1.41 -0.52
H 5.61783 5.01277 9.32397 0.10 1.22 -0.74
H 13.97544 4.90254 10.19801 -0.66 0.16 0.12
H 5.77783 6.53756 5.63760 -0.37 -0.38 -0.20
```
Forces are in eV/Å.


[3]
Molecular formula: C12H17F7INO3
Method: DFT, ωB97M-V/def2-TZVPD

Results
Gap between HOMO and LUMO: 5.691 eV
Strongest force on any atom: 2.01 eV/Å
HOMO energy: -6.72 eV

The geometry in XYZ format:
```
41
Properties=species:S:1:pos:R:3:forces:R:3
I 3.54342 -1.36966 0.43092 -0.14 -0.48 -0.15
F -4.96159 0.14674 2.14938 -1.28 -0.67 1.09
F -1.65964 -2.54321 0.76065 1.26 -0.54 0.36
F -1.85688 -0.15367 2.11065 1.59 1.04 0.06
F -3.55092 1.52411 1.50950 0.92 1.75 -0.41
F -3.33648 -1.60042 2.37982 -0.75 -1.11 0.52
F -4.56811 0.27305 0.08922 -0.16 -0.05 -1.62
F -3.51993 -2.17915 -0.15702 -1.04 -0.22 -0.53
O 2.50922 2.40097 2.03190 -0.10 -0.11 -0.14
O 4.39665 1.54899 1.13977 -0.03 0.12 -0.09
O -0.77911 1.19617 -1.87177 0.08 -0.70 0.05
N -0.44706 -1.48589 -1.29797 -0.60 0.00 0.05
C -2.42260 -1.56046 0.28945 -0.26 0.54 0.07
C -4.02021 0.33709 1.27425 0.54 -0.68 1.00
C -0.24901 -1.09810 -2.72344 -0.80 0.04 -0.79
C 1.96167 -0.57338 -0.83730 0.52 1.00 1.01
C -2.86873 -0.72086 1.50904 -1.00 -0.29 -0.25
C -0.54077 0.39465 -3.00125 0.43 0.09 -0.23
C 2.01778 0.95009 -0.59535 -0.49 -0.41 -1.67
C -1.75924 -0.86460 -0.89779 0.17 0.95 -0.97
C -1.54958 0.64527 -0.82161 0.35 0.60 0.74
C 4.26324 1.79511 3.50398 0.22 -0.09 -0.01
C 3.66874 1.93095 2.09181 0.07 0.08 0.27
C 0.69277 -1.24946 -0.32460 1.20 -0.42 0.39
H 0.68824 -1.44584 -3.12740 0.50 0.12 0.44
H -1.01825 0.88546 0.09937 0.14 0.07 0.04
H -2.48097 1.20054 -0.75906 -0.38 -0.30 -0.16
H 3.63073 1.14223 4.10933 -0.07 0.09 0.02
H -0.99548 -1.65814 -3.28402 -0.13 -0.24 0.14
H 3.03383 1.26993 -0.37301 -0.10 0.18 0.51
H 0.97417 -2.21999 0.06586 -0.28 -0.37 -0.24
H -0.63088 -2.48893 -1.30795 0.30 -0.02 0.10
H 0.35858 -0.70341 0.54993 -0.38 0.25 -0.08
H 0.33591 0.80362 -3.49206 0.13 0.25 0.08
H -1.34932 0.48121 -3.73050 -0.23 -0.12 0.11
H 1.73081 1.45479 -1.52356 -0.09 0.07 -0.03
H 5.26947 1.37605 3.47247 -0.02 0.01 -0.05
H -2.41331 -1.04800 -1.74750 -0.18 -0.22 0.00
H 1.30878 1.26782 0.15947 0.36 0.08 0.45
H 4.30775 2.77494 3.98180 -0.11 -0.02 0.03
H 2.28624 -0.83658 -1.83542 -0.16 -0.26 -0.10
```
Forces are in eV/Å.


Calculated total energy
In order: -42207.9309; -82713.8317; -47471.5477
Unit: eV